# 1
{
  "formula": "C4H9NO2S",
  "method": "wB97M-V/def2-TZVPD",
  "species": ["C", "C", "C", "S", "N", "C", "O", "O", "H", "H", "H", "H", "H", "H", "H", "H", "H"],
  "coordinates": [[0.409, -0.821, 1.653], [-0.163, 0.083, 0.642], [0.806, 0.960, -0.021], [0.840, 2.411, 1.176], [-0.750, -0.847, -0.465], [-1.374, -0.326, -1.603], [-2.156, 0.569, -1.729], [-1.079, -1.268, -2.647], [-0.381, -1.514, 2.017], [1.442, -1.148, 1.510], [0.528, -0.253, 2.616], [-1.145, 0.422, 1.003], [0.577, 1.249, -1.043], [1.881, 0.560, -0.117], [2.061, 2.821, 1.136], [-0.101, -1.721, -0.613], [-1.394, -1.179, -3.515]],
  "forces_ev_per_angstrom": [[-0.214, 0.488, 3.514], [-2.692, -3.061, -2.594], [2.714, 2.071, 0.374], [-1.477, -0.467, -0.449], [2.142, -1.193, -0.277], [0.157, -2.900, -1.060], [0.667, 0.376, 0.366], [1.307, 0.084, 3.267], [0.972, -0.368, -0.800], [-0.490, -0.692, -0.570], [0.012, 0.050, -0.823], [0.847, 1.297, 0.172], [-0.542, 0.361, 0.239], [-1.703, 0.109, 0.573], [1.509, 0.245, -0.323], [-1.914, 2.483, -0.160], [-1.295, 1.118, -1.449]],
  "mulliken_charge": [-1.447, 0.107, -0.514, -0.248, -0.265, 0.463, -0.513, -0.517, 0.397, 0.385, 0.391, 0.307, 0.342, 0.365, 0.118, 0.305, 0.325],
  "e_above_lowest_kcal_mol": 33.50,
  "e_homo_ev": -9.3,
  "lumo_energy_ha": 0.0261,
  "charge": 0,
  "smiles": "C[C@@H](CS)NC(=O)O"
}

# 2
{
  "formula": "C3H9NOS",
  "method": "wB97M-V/def2-TZVPD",
  "species": ["N", "C", "C", "O", "C", "S", "H", "H", "H", "H", "H", "H", "H", "H", "H"],
  "coordinates": [[0.300, -1.031, 0.985], [0.218, -0.271, -0.299], [-1.397, -0.463, -0.540], [-1.955, -1.736, -0.522], [0.470, 1.323, -0.075], [2.214, 1.792, 0.067], [1.145, -0.473, 1.432], [0.908, -1.893, 0.729], [0.728, -0.842, -1.120], [-1.890, 0.012, 0.270], [-1.379, 0.205, -1.607], [-1.133, -2.242, -0.622], [-0.103, 1.699, -0.969], [-0.120, 1.617, 0.904], [1.994, 2.304, 1.369]],
  "forces_ev_per_angstrom": [[5.681, 0.200, 0.243], [-3.357, -0.822, 1.359], [2.282, 3.598, -3.139], [1.879, -0.367, -0.923], [-2.477, -2.246, -0.191], [-0.854, 0.635, 1.769], [-2.001, -1.430, -0.233], [-1.538, 1.329, 0.784], [0.037, 1.240, 0.417], [-0.336, 1.363, 0.411], [-1.407, -1.932, 2.259], [-0.813, -0.940, -0.014], [1.006, 0.541, 0.942], [1.216, -0.646, -2.085], [0.681, -0.522, -1.600]],
  "mulliken_charge": [-0.661, -0.121, -0.410, -0.435, -0.726, -0.192, 0.283, 0.269, 0.392, 0.264, 0.207, 0.319, 0.308, 0.337, 0.165],
  "e_above_lowest_kcal_mol": 69.12,
  "e_homo_ev": -9.4,
  "lumo_energy_ha": 0.0229,
  "charge": 0,
  "smiles": "N[C@@H](CO)CS"
}

# 3
{
  "formula": "C10H18N",
  "method": "wB97M-V/def2-TZVPD",
  "species": ["C", "C", "C", "C", "C", "C", "C", "C", "H", "H", "H", "H", "H", "H", "H", "H", "H", "H", "C", "C", "N", "H", "H", "H", "H", "H", "H", "H", "H"],
  "coordinates": [[0.880, -2.052, -0.070], [2.010, -2.727, 0.729], [1.196, -0.656, -0.504], [0.977, -0.115, -1.775], [1.582, 0.267, 0.471], [1.068, 1.261, -2.036], [1.780, 1.620, 0.222], [1.466, 2.135, -1.048], [0.537, -2.800, -0.791], [-0.014, -2.049, 0.575], [1.720, -3.742, 0.987], [0.367, -0.611, -2.514], [1.835, -0.051, 1.476], [0.990, 1.575, -3.066], [2.385, 2.253, 0.854], [1.650, 3.178, -1.137], [2.185, -2.231, 1.679], [2.899, -2.729, 0.102], [-2.900, 0.728, 0.244], [-2.580, 1.052, 1.706], [-1.647, 0.237, -0.389], [-3.686, -0.005, 0.110], [-3.199, 1.624, -0.291], [-2.262, 2.095, 1.765], [-1.808, 0.400, 2.093], [-1.481, -0.742, -0.221], [-1.633, 0.216, -1.412], [-0.836, 0.785, -0.079], [-3.480, 1.085, 2.321]],
  "forces_ev_per_angstrom": [[-0.464, -1.267, 0.753], [-0.438, 0.190, -0.130], [-0.611, 0.907, -0.431], [-1.297, 0.474, 0.387], [0.927, 0.218, 0.815], [0.706, -0.179, -0.075], [0.084, -0.381, -1.409], [0.527, -0.614, 1.127], [0.437, 0.660, -0.836], [0.115, 0.350, 0.333], [0.087, -0.159, -0.176], [0.699, -1.010, -0.457], [-0.051, -0.320, -0.050], [-0.462, 0.234, -0.024], [-0.579, 0.005, 0.657], [-0.059, 0.641, -0.782], [0.274, 0.187, -0.068], [0.189, -0.125, 0.263], [-0.223, 0.435, 0.461], [-0.606, 0.920, -0.460], [-0.144, -0.039, -0.971], [0.069, -0.286, 0.010], [-0.015, 0.046, -0.074], [0.534, -0.116, -0.048], [-0.074, -0.178, 0.379], [0.328, -0.532, 0.925], [-0.196, 0.747, -0.044], [0.188, -0.175, -0.077], [0.053, -0.632, 0.001]],
  "mulliken_charge": [-0.617, -1.364, 0.445, -0.422, -0.229, -0.466, -0.679, -0.489, 0.424, 0.249, 0.419, 0.535, 0.268, 0.426, 0.432, 0.495, 0.333, 0.345, -0.432, -1.092, -0.120, 0.435, 0.330, 0.343, 0.327, 0.279, 0.382, 0.092, 0.350],
  "e_above_lowest_kcal_mol": 11.06,
  "e_homo_ev": -12.9,
  "lumo_energy_ha": -0.1154,
  "charge": 1
}

# 4
{
  "formula": "C6H17INO3",
  "method": "wB97M-V/def2-TZVPD",
  "species": ["I", "C", "C", "O", "O", "H", "H", "H", "H", "H", "H", "C", "C", "C", "O", "C", "N", "H", "H", "H", "H", "H", "H", "H", "H", "H", "H", "H"],
  "coordinates": [[3.584, 11.213, 8.454], [5.012, 6.135, 6.629], [5.005, 7.488, 7.355], [4.569, 8.502, 6.409], [5.259, 6.235, 5.236], [4.029, 5.811, 6.885], [5.809, 5.570, 7.098], [6.000, 7.688, 7.682], [4.400, 7.526, 8.255], [4.390, 9.322, 6.826], [4.967, 7.167, 5.026], [5.915, 15.809, 8.986], [5.888, 14.528, 8.143], [6.385, 14.843, 6.785], [5.552, 15.806, 6.047], [4.413, 15.194, 5.450], [6.887, 13.620, 8.686], [6.947, 16.279, 8.977], [5.636, 15.788, 10.014], [5.319, 16.651, 8.675], [4.910, 13.976, 8.041], [6.452, 13.959, 6.105], [7.369, 15.383, 6.719], [3.745, 15.953, 5.008], [3.853, 14.635, 6.185], [4.707, 14.477, 4.634], [6.588, 13.281, 9.635], [6.877, 12.799, 8.068]],
  "forces_ev_per_angstrom": [[0.114, 0.032, -0.033], [0.017, 1.411, 0.501], [0.137, 1.497, -1.164], [0.678, -2.883, -0.617], [-0.488, 1.295, 0.241], [-0.808, -1.400, -0.443], [-0.144, -0.617, -0.028], [1.026, 0.588, 0.158], [-0.413, -0.344, -0.011], [-0.422, 1.634, 1.217], [0.376, -1.139, 0.147], [1.154, 1.347, -0.344], [-0.360, 0.046, 0.860], [0.263, 1.596, -3.322], [-0.289, -0.574, 0.187], [0.397, -0.270, -0.544], [0.037, -1.151, 1.052], [-0.786, -0.948, -0.072], [-0.140, -1.036, 1.008], [-0.638, -0.040, -0.990], [0.494, 0.968, 0.405], [0.072, 0.157, 0.753], [-0.644, -0.818, 0.748], [0.493, -0.081, 0.261], [-0.320, -0.249, 0.216], [-0.109, 0.545, 0.589], [0.267, 0.329, -1.408], [0.035, 0.104, 0.632]],
  "mulliken_charge": [-0.822, -0.304, -0.296, -0.480, -0.540, 0.233, 0.260, 0.249, 0.333, 0.056, 0.371, -1.460, 1.010, -0.787, -0.340, -0.657, -0.763, 0.321, 0.406, 0.321, -0.097, 0.359, 0.248, 0.251, 0.305, 0.244, 0.293, 0.286],
  "e_above_lowest_kcal_mol": 12.66,
  "e_homo_ev": -4.3,
  "lumo_energy_ha": 0.1215,
  "charge": -1
}